(1)
DFT (ωB97M-V/def2-TZVPD) results for a 3-piece molecular cluster, C3H7O2 overall in a non-equilibrium geometry.

Each atom is followed by the atoms it is bonded to, with distances in Å.
Cartesian coordinates (Å):
1 O -1.015 -0.457 0.025  C5 1.273
2 O -1.522 -1.842 3.589  C4 1.250
3 C -0.727 1.117 -1.643  C5 1.359, H7 1.149, H10 1.114
4 C -1.126 -1.717 2.410  O2 1.250, H8 1.117, H11 1.127
5 C -0.759 0.736 -0.338  O1 1.273, C3 1.359, H9 1.133
6 H 4.871 0.791 -1.750  H12 0.730
7 H -0.593 2.161 -2.105  C3 1.149
8 H -0.045 -1.688 2.130  C4 1.117
9 H -0.774 1.472 0.523  C5 1.133
10 H -1.048 0.311 -2.342  C3 1.114
11 H -1.808 -1.188 1.686  C4 1.127
12 H 4.546 0.303 -2.184  H6 0.730

Summary:
- Total charge: -1
- E_tot: -268.90164 a.u.
- Orbital gap: 6.56 eV
- E_HOMO: -2.5 eV
- Energy above the lowest of the compared OMol25 structures with the same formula, charge and spin: 3.765 eV
- Maximum force: 0.074 hartree/bohr

***

(2)
DFT (ωB97M-V/def2-TZVPD) results for a 2-piece molecular cluster, C3H7O2P overall in a non-equilibrium geometry.

Each atom is followed by the atoms it is bonded to, with distances in Å.
Cartesian coordinates (Å):
1 P 3.070 0.552 0.584  O3 1.656, H8 1.500
2 O -0.587 -1.084 -0.548  C4 1.355, C6 1.397
3 O 3.578 -0.843 -0.148  P1 1.656, H9 1.029
4 C 0.013 0.125 -0.439  O2 1.355, C6 1.476, H13 1.088
5 C -2.513 0.309 0.182  C6 1.488, H7 1.064, H10 1.055, H12 1.033
6 C -1.144 -0.230 0.406  O2 1.397, C4 1.476, C5 1.488, H11 1.094
7 H -3.212 -0.491 0.246  C5 1.064
8 H 2.931 1.092 -0.808  P1 1.500
9 H 4.176 -1.394 0.484  O3 1.029
10 H -2.603 0.734 -0.780  C5 1.055
11 H -1.085 -0.514 1.462  C6 1.094
12 H -2.743 1.131 0.764  C5 1.033
13 H 0.118 0.612 -1.406  C4 1.088

Summary:
- Total charge: 0
- E_tot: -610.16005 a.u.
- Orbital gap (alpha / beta): 7.98 / 8.16 eV
- E_HOMO (alpha / beta): -8.1 / -7.6 eV
- Energy above the lowest of the compared OMol25 structures with the same formula, charge and spin: 5.387 eV
- Maximum force: 0.066 hartree/bohr